Record 1
The following is a quantum chemistry calculation of H10O5Tl as an isolated structure at a distorted geometry, from the OMol25 dataset.

Calculated values
Total charge = +3
E_HOMO = -25.1 eV
E_LUMO = -19.00 eV
Relative energy (zero: lowest compared OMol25 entry of this formula, charge and spin) = 150.7 kJ/mol
E = -15053.616 eV

The geometry in XYZ format:
```
16
Properties=species:S:1:pos:R:3:lowdin_charge:R:1
Tl 7.62399 9.84588 7.20765 1.78
O 9.57674 9.62484 5.98742 -0.03
H 9.50941 9.10503 5.18648 0.12
H 10.30294 10.22631 5.82283 0.15
O 9.62921 10.76676 7.86643 -0.03
H 10.52313 10.47588 8.04677 0.14
H 9.68025 11.72249 7.88117 0.14
O 8.03659 7.78345 6.24883 0.00
H 7.75432 6.92038 6.55160 0.15
H 8.44581 7.61783 5.39951 0.13
O 9.11933 8.32573 8.09859 -0.08
H 9.13988 7.65011 8.77635 0.14
H 9.77233 8.04323 7.45826 0.11
O 7.93720 9.65324 9.43242 0.02
H 7.86444 8.88423 9.99772 0.14
H 8.25184 10.34766 10.01122 0.14
```

=====

Record 2
The following is a quantum chemistry calculation of one molecule with the formula C5H9NO at a distorted geometry, from the OMol25 dataset.

Calculated values
SMILES string = C/C=C(N)/C=C/O
E_HOMO = -7.6 eV
E_LUMO = 0.97 eV
Relative energy (zero: lowest compared OMol25 entry of this formula, charge and spin) = 280.5 kJ/mol
E = -8866.305 eV

The geometry in XYZ format:
```
16
Properties=species:S:1:pos:R:3:lowdin_charge:R:1
C 0.73788 2.04902 -0.08341 -0.11
C 0.04151 0.78273 0.32768 -0.15
C 0.56187 -0.49961 0.10261 -0.41
N 1.85929 -0.75191 -0.29428 0.11
C -0.47994 -1.43438 0.00428 -0.08
C -1.64897 -0.75598 -0.34013 -0.19
O -2.89346 -1.16882 0.05535 0.01
H 0.01661 2.86603 -0.17219 0.07
H 1.48413 2.36237 0.65709 0.07
H 1.24448 1.93679 -1.04526 0.07
H -0.64584 0.90391 1.15781 0.10
H 2.11291 -1.72412 -0.39599 0.09
H 2.57245 -0.17920 0.13484 0.09
H -0.42679 -2.47399 0.31082 0.10
H -1.74054 -0.14297 -1.22681 0.12
H -2.79558 -1.76989 0.80759 0.10
```

=====

Record 3
The following is a quantum chemistry calculation of C2H3I2NO as an isolated structure at a distorted geometry, from the OMol25 dataset.

Calculated values
E_HOMO (alpha / beta) = -9.0 / -9.1 eV
E_LUMO (alpha / beta) = -1.14 / -1.48 eV
Relative energy (zero: lowest compared OMol25 entry of this formula, charge and spin) = 455.6 kJ/mol
E = -21856.651 eV

The geometry in XYZ format:
```
9
Properties=species:S:1:pos:R:3:lowdin_charge:R:1
C 0.26052 1.01383 -1.11223 -0.11
C 0.40835 -1.16019 0.44619 -0.82
N 0.74378 -1.63118 1.50900 -0.01
O 0.03478 2.04041 -0.52367 -0.44
I -0.98264 -2.26256 -0.54237 0.90
I -2.00021 3.11078 -0.44127 0.42
H -0.38874 0.26212 -1.61537 0.02
H 0.53967 -0.17313 0.07643 -0.05
H 1.38449 -1.20007 2.20328 0.09
```

=====

Record 4
The following is a quantum chemistry calculation of one molecule with the formula C4H8O2, from the OMol25 dataset.

Calculated values
SMILES string = C1COCCO1
E_HOMO = -9.4 eV
E_LUMO = 1.12 eV
Relative energy (zero: lowest compared OMol25 entry of this formula, charge and spin) = 149.7 kJ/mol
E = -8371.731 eV

The geometry in XYZ format:
```
14
Properties=species:S:1:pos:R:3:lowdin_charge:R:1
C 0.89394 0.84455 -0.72041 -0.19
C -0.52475 0.50227 -1.14806 -0.20
O -1.35244 0.28692 -0.02586 -0.14
C -0.88337 -0.83236 0.69685 -0.19
C 0.51442 -0.49243 1.22041 -0.18
O 1.38704 -0.16141 0.14689 -0.14
H 1.56529 0.85646 -1.58855 0.13
H 0.93130 1.84376 -0.25390 0.13
H -0.99242 1.30382 -1.72336 0.13
H -0.49276 -0.42180 -1.74811 0.13
H -1.64623 -1.03391 1.45791 0.13
H -0.84135 -1.71874 0.03839 0.13
H 0.43841 0.35404 1.92147 0.13
H 1.00292 -1.33118 1.72635 0.13
```

=====

Record 5
The following is a quantum chemistry calculation of one molecule with the formula C9H12 at a distorted geometry, from the OMol25 dataset.

Calculated values
SMILES string = C[C@H]1[C@H]2C=C[C@]1(C)C=C2
E_HOMO = -8.4 eV
E_LUMO = 1.10 eV
Relative energy (zero: lowest compared OMol25 entry of this formula, charge and spin) = 192.1 kJ/mol
E = -9524.849 eV

The geometry in XYZ format:
```
21
Properties=species:S:1:pos:R:3:lowdin_charge:R:1
C -0.20157 2.01936 -0.44253 -0.05
C 0.25941 0.61115 -0.65844 -0.32
C 1.62757 0.18813 -0.16664 -0.20
C 1.50430 -1.32232 -0.61521 0.00
C 0.18493 -1.69561 -0.50937 -0.03
C -0.57145 -0.52204 0.06100 -0.42
C -2.12427 -0.59695 0.07679 -0.01
C -0.01871 -0.21909 1.44248 -0.04
C 1.27843 0.11090 1.30005 -0.06
H -1.22194 2.15984 -0.69968 0.07
H -0.06626 2.37685 0.62127 0.11
H 0.36983 2.67432 -1.02662 0.06
H 0.32050 0.46180 -1.74580 0.14
H 2.47912 0.77649 -0.39315 0.13
H 2.13467 -2.10755 -0.89260 0.07
H -0.30867 -2.64729 -0.72411 0.11
H -2.63031 0.20748 0.47387 0.05
H -2.27679 -0.62923 -0.97544 0.07
H -2.32631 -1.62428 0.53044 0.11
H -0.49776 -0.52755 2.34034 0.10
H 2.08528 0.30558 2.00334 0.11
```

=====

Question: The lowest relative energy (zero: lowest compared OMol25 entry of this formula, charge and spin) belongs to which entry?
Answer: C4H8O2